Below is a molecular structure, C29H26FeNO3PS2Se2Te, with properties calculated with ωB97M-V/def2-TZVPD.

Atoms and positions in Å:
Fe: -0.908 0.440 -0.143
C: -3.403 -0.656 3.368
C: -2.991 0.088 2.109
C: -3.561 1.502 2.077
O: -1.565 0.122 2.017
C: -3.459 -0.663 0.842
O: -4.471 -1.349 0.876
O: -2.710 -0.494 -0.195
H: -3.114 -0.079 4.249
H: -2.905 -1.626 3.406
H: -4.479 -0.819 3.373
H: -3.190 2.070 2.933
H: -4.650 1.462 2.126
H: -3.263 2.012 1.161
H: -1.182 0.852 2.561
S: -1.683 4.267 -2.541
C: -1.661 4.773 -0.902
C: -1.449 3.732 -0.050
C: -1.295 2.459 -0.686
C: -1.400 2.622 -2.044
C: -1.251 1.529 -2.991
C: -1.468 1.664 -4.367
C: -1.306 0.571 -5.192
C: -0.931 -0.646 -4.638
C: -0.730 -0.699 -3.271
N: -0.875 0.347 -2.463
H: -1.795 5.816 -0.659
H: -1.372 3.868 1.022
H: -1.770 2.624 -4.766
H: -1.474 0.664 -6.258
H: -0.795 -1.532 -5.243
H: -0.435 -1.626 -2.794
Se: 0.369 -2.098 -0.111
P: 1.207 1.320 1.154
Se: 0.611 2.325 3.002
C: 2.328 2.445 0.239
C: 3.418 3.042 0.873
C: 4.274 3.870 0.167
C: 4.047 4.120 -1.183
C: 2.963 3.537 -1.819
C: 2.107 2.700 -1.109
C: 2.400 -0.005 1.598
C: 2.282 -0.689 2.805
C: 3.067 -1.804 3.063
C: 3.986 -2.249 2.123
C: 4.118 -1.568 0.920
C: 3.328 -0.458 0.658
H: 3.575 2.859 1.930
H: 5.117 4.328 0.669
H: 4.714 4.773 -1.733
H: 2.773 3.733 -2.867
H: 1.254 2.253 -1.605
H: 1.570 -0.329 3.538
H: 2.960 -2.328 4.006
H: 4.596 -3.121 2.326
H: 4.834 -1.905 0.180
H: 3.433 0.062 -0.288
Te: -1.741 -3.238 -0.015
C: -1.012 -5.216 -0.104
C: -1.785 -6.340 -0.202
C: -1.023 -7.537 -0.230
C: 0.315 -7.297 -0.150
S: 0.654 -5.621 -0.041
H: -2.865 -6.313 -0.255
H: -1.450 -8.527 -0.307
H: 1.116 -8.019 -0.152

Values from the calculation:
multiplicity	6
HOMO level (spin up / spin down)	-4.04 / -4.49	eV
HOMO-LUMO gap (spin up / spin down)	0.2264 / 0.1776	Ha
charge	-1
calculated total energy	-241463.8316	eV
ΔE to the lowest compared entry with this formula, charge and spin	0.000	eV